106
Properties=species:S:1:pos:R:3:forces:R:3:mulliken_charge:R:1 method="wB97M-V/def2-TZVPD" smiles="O=C1C=C(O)C(=O)C=C1O.O=C1C=C(O)C(=O)C=C1O.O=C1C=C(O)C(=O)C=C1O.O=C1C=C(O)C(=O)C=C1O.CC(C)=O.CC(C)=O.CC(C)=O.CC(C)=O.CC(C)=O" energy_ha=-3092.92598 e_above_lowest_kj_mol=334.76 homo_ev=-8.614 homo_lumo_gap_ev=5.90 mol_weight_g_mol=850.8
O -5.10031 -3.54882 3.61491 3.029 1.976 -0.294 -0.733
O -0.45708 -2.48389 -4.67945 2.438 -5.152 -0.677 -0.558
O -4.46418 2.29171 2.94458 0.073 0.087 -0.349 -0.577
O -0.00420 -1.66742 3.37105 2.720 0.883 0.124 -0.539
O -2.78261 2.36717 -4.96495 -1.126 1.732 0.083 -0.680
O -6.57922 -1.68199 1.10877 3.001 0.761 -0.625 -0.576
O 2.51028 2.41325 4.05494 0.879 -0.209 -0.434 -0.531
O 1.21792 3.92815 -6.22007 -0.192 0.062 0.763 -0.636
O -2.22213 1.80716 1.10240 1.355 0.147 0.205 -0.507
O 7.29877 -0.90542 4.05741 1.464 -0.158 -0.378 -0.521
O -2.90960 1.19891 -2.59060 0.231 -2.144 -0.077 -0.273
O 0.50945 6.03624 1.88405 1.700 -0.336 -3.231 -0.598
O -4.19573 -2.13698 -0.28876 -1.043 -4.113 -2.824 -0.607
O -4.56230 -1.18748 4.90823 0.599 -2.782 -3.221 -0.573
O -0.10897 0.52971 -0.21406 -0.650 1.141 -0.286 -0.624
O 0.22891 -0.88729 -6.82096 1.440 -1.550 0.168 -0.548
O 3.83011 0.05282 -4.90305 -1.168 -0.267 -1.748 -0.449
O -1.48996 -5.73398 0.01415 -3.721 0.267 5.946 -0.550
O -0.49623 -3.89395 1.96550 -0.156 4.660 3.112 -0.420
O 2.82953 0.20077 -2.43609 -1.088 1.536 -1.323 -0.640
O 0.26775 4.14847 -3.57688 0.984 -1.246 1.202 -0.503
C -1.60871 -0.85442 -3.55926 -1.386 11.456 -8.099 -1.498
C -2.37845 0.54733 -3.61882 4.632 -6.485 1.813 0.160
C -0.76903 -1.36556 -4.71423 -3.779 3.815 3.577 0.937
C 0.71407 -1.66089 -0.24986 -11.467 1.090 14.154 -1.976
C 2.04563 0.42843 0.83435 -0.797 -0.691 0.651 -0.694
C 0.83611 -0.17312 0.05000 -0.501 0.100 1.686 0.916
C 6.47099 -0.43274 3.34474 -3.462 0.002 -0.014 0.657
C -1.14357 -2.01246 3.40603 -0.564 -2.178 -2.345 0.331
C -3.92760 -3.04123 3.43543 -3.578 -3.089 -0.807 1.154
C -1.26878 -4.51897 -1.98727 -1.924 -1.256 -1.890 -0.397
C -1.52720 -3.21788 2.54404 -4.828 -3.341 -0.025 0.543
C -1.19855 0.88890 -5.77128 2.502 -4.351 -3.324 -0.711
C -4.48314 1.36101 2.17083 1.832 -0.499 -0.558 0.323
C 1.56369 1.77828 4.43894 -1.998 1.948 0.271 0.891
C -0.97676 -5.55339 -0.99525 4.630 -2.623 -5.013 0.549
C 1.53109 3.05597 -5.41780 -1.106 0.916 -0.332 0.162
C -5.53572 0.40054 2.08893 8.602 -7.714 -9.290 -1.632
C 2.27430 1.94027 -5.80677 1.963 -5.346 9.022 -0.615
C -4.32778 -1.11310 0.27494 2.687 3.159 3.468 0.704
C -3.60446 -1.82126 4.13274 5.997 4.906 2.104 -0.059
C -3.17764 -0.23326 0.40157 -3.383 4.253 3.463 0.271
C 1.08449 3.14148 -3.95016 0.737 -2.136 2.016 0.326
C 1.08706 4.33024 0.24377 3.707 2.858 1.425 -0.429
C 1.75970 6.93759 0.01774 -1.917 0.736 0.643 -1.021
C -2.99063 -3.68017 2.55970 8.029 8.685 4.623 -1.688
C -3.25726 1.05040 1.24332 -0.137 -5.596 -3.919 0.462
C 2.42166 1.03521 -3.27512 0.434 -0.387 1.990 0.496
C -2.13310 -1.29705 4.05240 -8.447 -3.200 0.531 -0.905
C 0.20070 1.96637 3.74901 2.395 0.697 1.745 -1.064
C 2.85223 0.93093 -4.65602 -1.169 3.774 -5.944 0.265
C 1.55891 2.16796 -2.98204 -1.437 2.495 -2.420 -0.073
C 6.53230 -0.26367 1.79984 5.709 -0.689 4.860 -1.686
C -0.50789 -0.49547 -5.82447 -3.403 7.722 -0.057 0.016
C -5.46213 -0.87424 1.18916 -3.699 5.532 3.846 0.150
C 0.15641 -6.61169 -1.27148 -0.390 -0.904 -0.586 -1.369
C 5.06632 -0.06245 3.98093 1.679 -8.569 0.961 -0.892
C -2.17934 1.34548 -4.80214 1.544 -1.406 -1.379 0.655
C 1.68104 0.92121 5.65642 -1.223 -5.086 -4.917 -1.555
C 1.09910 5.84753 0.78668 -2.529 -1.323 4.381 0.525
H 1.54278 3.73145 1.05210 -0.085 0.244 -0.381 0.028
H 1.27039 -1.69645 -0.89574 10.631 -2.606 -12.565 1.866
H -1.80494 -0.42269 4.45111 0.322 2.461 1.511 0.859
H -3.15851 -4.41580 2.02628 -2.247 -7.135 -4.861 1.265
H 1.09269 -6.27550 -1.59658 1.510 1.531 -0.255 0.395
H 2.61303 1.01419 5.96625 4.100 0.656 2.030 0.529
H 1.64989 -0.33387 5.33034 0.061 3.467 0.329 0.075
H 0.13999 4.00397 0.11067 -3.144 -0.839 -0.521 0.365
H 1.23286 2.19626 -1.96887 -0.410 0.326 0.583 0.273
H -0.61392 -4.61849 1.42270 -1.675 -2.633 -1.768 0.254
H 5.11380 -0.04431 5.01850 0.350 0.606 1.761 0.343
H 1.58116 6.47959 -0.94147 0.521 1.278 -1.242 0.286
H -2.41788 -0.50164 -0.28007 1.188 0.376 -0.344 0.377
H 0.89761 -2.18348 0.72165 1.115 0.184 -0.923 0.212
H -1.57177 1.24171 0.55745 -0.426 1.440 0.616 0.399
H 4.20454 -0.80898 3.76388 1.664 0.851 -0.149 0.198
H -2.27634 -4.16018 -1.74681 0.444 0.736 0.084 0.182
H 2.38191 1.33251 0.37601 -0.675 1.221 -0.267 0.298
H 7.25970 -0.93955 1.44161 0.863 -0.877 -0.418 0.417
H 3.85039 -0.17353 -5.88875 0.177 0.696 1.816 0.385
H -0.36581 -2.05198 -0.34192 1.493 1.312 -0.885 -0.504
H 0.03802 1.05406 3.42646 -1.150 -5.509 -1.220 -0.171
H 0.71337 -1.72588 -6.51879 -1.039 1.147 -0.626 0.400
H -1.25422 1.50291 -6.74223 0.571 -1.029 1.593 0.331
H 2.96428 -0.14168 0.56569 -0.633 -0.467 1.475 0.415
H -6.27588 0.61298 2.55673 -9.244 1.966 5.747 1.024
H 2.75076 1.67872 -6.62502 1.640 -0.273 -4.474 0.642
H 1.38607 8.00004 0.27997 -0.046 -1.968 -0.826 0.282
H -0.46036 -3.81604 -1.93798 0.155 0.672 -0.505 0.023
H -0.32126 4.58830 -4.19364 0.444 -0.282 -1.061 0.375
H 6.73246 0.62383 1.31695 1.706 3.011 0.228 0.490
H -6.26912 -2.34643 0.44235 -0.541 0.029 0.466 0.351
H -5.35914 -1.71061 4.53446 0.674 0.883 1.241 0.437
H 0.12679 2.37671 2.81672 0.840 2.472 -2.197 0.720
H 2.76984 7.00258 0.29231 1.736 -0.418 -0.022 0.280
H 1.67047 0.68921 1.98136 1.512 -1.217 -3.043 -0.249
H 0.35777 -7.20031 -0.38826 -0.272 0.162 0.545 0.377
H 1.67893 4.26710 -0.66206 0.044 -0.265 -0.200 0.271
H 0.07388 -7.39220 -2.05042 -1.226 0.458 -0.008 0.373
H -3.39880 1.87550 -3.03535 -0.868 1.703 -0.242 0.346
H -1.41441 -5.02437 -3.02742 0.866 1.033 1.657 0.461
H 5.75625 -0.33688 1.27399 -7.424 -2.092 -3.198 0.557
H 4.87979 0.70923 3.50404 -2.597 7.926 -3.653 0.461
H -0.69178 2.17615 4.22181 -1.438 0.861 1.991 0.804
H -1.82960 -1.34561 -2.81285 -1.650 -5.389 7.368 1.392
H 0.95610 0.87017 6.35219 -2.564 0.722 2.364 0.524

***

20
Properties=species:S:1:pos:R:3:forces:R:3:mulliken_charge:R:1 method="wB97M-V/def2-TZVPD" energy_ha=-1112.25226 e_above_lowest_kj_mol=134.23 homo_ev=-9.119 homo_lumo_gap_ev=9.12 mol_weight_g_mol=218.2
S -2.20154 0.81240 1.19771 0.057 0.071 0.111 0.560
O -2.25702 -2.35169 -0.87834 -0.048 -2.936 -1.578 -0.550
O -0.71190 1.89413 -1.02288 -0.438 0.274 -0.056 -0.529
O -3.45688 1.56138 1.28597 0.174 -0.123 -0.525 -0.588
O 3.44375 1.35755 -1.25805 0.751 0.763 -1.306 -0.545
N 2.66133 -0.49733 -0.16106 0.450 -2.328 -1.060 -0.157
N 1.67975 1.39976 0.31111 0.452 0.394 0.303 0.052
N -2.54880 -0.83260 0.73806 2.253 3.053 -0.846 -0.178
N -1.53316 -0.22183 -1.13436 1.011 -1.837 -3.059 -0.072
C 1.61101 -0.79982 0.72600 0.843 2.016 2.921 -0.170
C -2.12151 -1.26663 -0.46287 -0.713 2.055 1.642 0.424
C 2.70751 0.77727 -0.54150 -0.809 0.963 1.488 0.281
C -1.32925 0.96583 -0.60872 -0.451 0.947 1.857 0.436
C 1.00872 0.56213 1.07918 -0.172 0.321 -0.398 -0.437
H 1.59801 2.44894 0.29743 -0.147 -1.679 0.017 0.237
H -1.18554 -0.52874 -2.04900 0.022 0.707 0.291 0.251
H 2.02100 -1.18725 1.70871 -0.567 0.154 -0.918 0.265
H -3.16837 -1.36884 1.20666 -2.247 -1.968 2.092 0.203
H 2.87670 -1.25266 -0.78328 0.826 0.267 -0.438 0.267
H 0.90618 -1.47200 0.34924 -1.248 -1.113 -0.539 0.249

***

15
Properties=species:S:1:pos:R:3:forces:R:3:mulliken_charge:R:1 method="wB97M-V/def2-TZVPD" energy_ha=-382.81138 e_above_lowest_kj_mol=402.85 homo_ev=-7.305 homo_lumo_gap_ev=8.05 mol_weight_g_mol=104.1
O 0.25277 -0.78737 -0.14732 0.058 0.269 -0.452 -0.242
O -1.21407 0.65197 1.25500 0.493 0.027 -0.138 -0.596
O 1.08770 2.68191 0.96813 -0.085 0.246 0.362 -0.535
C -0.06905 0.65871 0.87565 -0.277 0.463 0.405 0.611
C -0.62872 -1.84405 0.30753 -0.005 -0.018 -0.236 -0.712
C 0.00119 -0.15965 -1.46187 -0.164 -0.570 0.097 -0.728
C 1.05587 1.33290 0.65674 0.064 -0.137 0.269 -0.446
H 0.78699 0.57462 -1.69588 -0.190 -0.663 0.463 0.303
H 0.19092 2.88996 1.26238 0.213 0.322 0.024 0.313
H 1.97605 0.90394 0.28628 -0.272 0.113 0.018 0.442
H 0.01493 -0.95323 -2.19981 -0.216 -0.131 -0.184 0.351
H -0.94826 0.39163 -1.44323 0.091 -0.404 0.043 0.328
H -1.67402 -1.52234 0.31725 0.201 0.051 -0.177 0.337
H -0.35165 -2.09624 1.34039 0.141 0.297 -0.414 0.269
H -0.48067 -2.72276 -0.32126 -0.052 0.134 -0.081 0.304